(1)
Formula: C3H4N3
Source: the OMol25 dataset
Level of theory: ωB97M-V with the def2-TZVPD basis set

Geometry as XYZ:
```
10
C3H4N3 ωB97M-V with the def2-TZVPD basis set
N -0.806 2.428 -0.801
N -1.058 0.514 0.663
N -0.772 -0.357 1.552
C -0.101 -1.370 1.348
C -0.788 1.381 -0.079
C 0.606 -2.379 1.025
H 0.164 -3.328 0.760
H -0.975 3.346 -0.402
H -0.653 2.373 -1.802
H 1.677 -2.379 1.150
```

Values from the calculation:
E_tot: -7635.0868 eV
F_max: 3.02 eV/Å
Orbital gap: 10.22 eV
SMILES: C=C=N[N+]#CN
Total charge: +1

Charges per atom according to Mulliken partitioning, unit e: -0.3307, 0.5612, -0.6235, 0.6742, 0.4002, -0.7880, 0.2748, 0.2813, 0.2783, 0.2722

***

(2)
Formula: C3H4N3
Source: the OMol25 dataset
Level of theory: ωB97M-V with the def2-TZVPD basis set

Geometry as XYZ:
```
10
C3H4N3 ωB97M-V with the def2-TZVPD basis set
N 0.061 -1.131 -0.801
N -1.023 0.806 -0.199
N 1.060 0.334 0.758
C 1.200 -0.788 -0.024
C -0.877 -0.224 -1.002
C -0.106 0.979 0.689
H -1.593 -0.260 -1.799
H -0.025 -2.063 -1.256
H -0.518 1.719 2.097
H 1.820 0.628 1.537
```

Values from the calculation:
E_tot: -7634.3001 eV
F_max: 6.69 eV/Å
Orbital gap: 8.80 eV
Total charge: +1

Charges per atom according to Mulliken partitioning, unit e: -0.0118, -0.3035, -0.0567, -0.1296, 0.0249, 0.0725, 0.4130, 0.2844, 0.3467, 0.3602

***

(3)
Formula: C3H4N3O
Source: the OMol25 dataset
Level of theory: ωB97M-V with the def2-TZVPD basis set

Geometry as XYZ:
```
11
C3H4N3O ωB97M-V with the def2-TZVPD basis set
O -3.301 0.283 0.232
N 0.847 -1.441 0.214
N -0.405 -1.282 -0.375
N -1.957 0.641 -0.060
C 1.607 -0.164 0.353
C -0.917 -0.119 -0.210
C 1.065 0.960 0.067
H -1.938 1.458 -0.618
H 1.043 2.015 -0.139
H 1.273 -2.131 -0.245
H 2.683 -0.220 0.783
```

Values from the calculation:
E_tot: -9684.9513 eV
F_max: 5.33 eV/Å
2S+1: 3
Orbital gap (spin up / spin down): 4.28 / 6.23 eV
Total charge: -1
Expectation value of S²: 2.04

Charges per atom according to Mulliken partitioning, unit e: -0.5755, -0.0898, -0.6856, -0.1043, -0.2873, 0.1420, -0.4581, 0.2722, 0.2822, 0.2403, 0.2639

***

(4)
Formula: C3H4N3O2
Source: the OMol25 dataset
Level of theory: ωB97M-V with the def2-TZVPD basis set

Geometry as XYZ:
```
12
C3H4N3O2 ωB97M-V with the def2-TZVPD basis set
O -0.989 1.422 1.483
O 1.914 -1.726 1.608
N 1.900 -0.460 1.732
N -0.898 -0.326 -1.581
N -1.402 0.784 -0.685
C 0.427 -0.386 -1.058
C 0.701 0.222 0.161
C -0.548 0.851 0.533
H -0.898 0.101 -2.500
H 1.133 -0.241 2.326
H -2.404 0.830 -0.360
H 1.064 -1.070 -1.658
```

Values from the calculation:
E_tot: -11736.4898 eV
F_max: 4.13 eV/Å
Orbital gap (spin up / spin down): 6.92 / 6.92 eV
Total charge: -1

Charges per atom according to Mulliken partitioning, unit e: -0.6578, -0.5372, -0.1469, -0.3921, -0.2985, -0.1583, -0.4581, 0.5065, 0.2594, 0.2299, 0.2598, 0.3931

***

(5)
Formula: C3H4N3O2S
Source: the OMol25 dataset
Level of theory: ωB97M-V with the def2-TZVPD basis set

Geometry as XYZ:
```
13
C3H4N3O2S ωB97M-V with the def2-TZVPD basis set
S -2.621 0.548 -0.086
O 2.373 0.091 0.403
O 1.475 2.101 0.236
N 0.450 -0.977 -0.662
N 1.415 0.922 0.011
N -0.718 0.931 -0.896
C -2.443 -0.300 1.194
C 0.259 -2.125 -0.542
C 0.333 0.345 -0.457
H 0.182 -3.233 -0.559
H -0.779 1.786 -1.382
H -3.020 -0.761 1.938
H 3.095 0.672 0.801
```

Values from the calculation:
E_tot: -22560.1496 eV
F_max: 5.36 eV/Å
Orbital gap (spin up / spin down): 7.00 / 7.00 eV
Total charge: +1

Charges per atom according to Mulliken partitioning, unit e: 0.1730, -0.4231, -0.5787, -0.0418, 0.7636, -0.5059, -0.2527, 0.1828, 0.1693, 0.4308, 0.2557, 0.4068, 0.4202

***

(6)
Formula: C3H4N3O2S
Source: the OMol25 dataset
Level of theory: ωB97M-V with the def2-TZVPD basis set

Geometry as XYZ:
```
13
C3H4N3O2S ωB97M-V with the def2-TZVPD basis set
S 0.588 0.325 -1.900
O -3.522 1.221 -2.673
O -3.970 1.537 -0.567
N 1.979 -0.199 0.313
N -3.305 1.179 -1.516
N -0.195 0.249 0.640
C 0.821 0.109 -0.247
C -1.434 0.512 0.280
C -2.067 0.352 -1.009
H -2.191 -0.700 -1.317
H 2.064 -0.530 1.247
H 2.820 -0.256 -0.372
H -1.929 0.677 1.240
```

Values from the calculation:
E_tot: -22562.5260 eV
F_max: 4.21 eV/Å
Orbital gap (spin up / spin down): 7.14 / 7.89 eV
Total charge: +1

Charges per atom according to Mulliken partitioning, unit e: -0.0489, -0.4570, -0.4464, -0.3363, 0.9337, -0.4800, 0.6759, 0.3835, -0.6733, 0.4273, 0.2705, 0.2779, 0.4731

***

(7)
Formula: C3H4N3O3
Source: the OMol25 dataset
Level of theory: ωB97M-V with the def2-TZVPD basis set

Geometry as XYZ:
```
13
C3H4N3O3 ωB97M-V with the def2-TZVPD basis set
O 0.644 -2.620 1.156
O 2.202 0.521 -1.759
O 0.643 -0.079 1.146
N 1.430 -1.300 -0.648
N -0.925 1.146 -0.812
N 1.168 0.755 0.291
C 1.607 0.052 -0.818
C 0.966 -1.659 0.488
C -1.727 0.546 0.115
H -1.010 -0.067 0.895
H -0.405 1.840 -0.501
H -2.194 1.144 0.885
H -2.400 -0.280 -0.439
```

Values from the calculation:
E_tot: -13785.9641 eV
F_max: 5.59 eV/Å
Orbital gap (spin up / spin down): 8.51 / 8.55 eV
Total charge: -1

Charges per atom according to Mulliken partitioning, unit e: -0.6144, -0.6068, -0.2888, -0.5703, -0.5264, -0.4356, 0.7157, 0.8098, -0.5265, 0.2075, 0.2723, 0.3276, 0.2360

***

(8)
Formula: C3H4N4
Source: the OMol25 dataset
Level of theory: ωB97M-V with the def2-TZVPD basis set

Geometry as XYZ:
```
11
C3H4N4 ωB97M-V with the def2-TZVPD basis set
N -0.097 -1.276 -1.641
N 2.476 1.086 -1.900
N -1.103 -0.352 0.812
N -0.025 0.155 0.222
C 0.426 -0.327 -1.005
C 1.559 0.513 -1.457
C -1.292 0.073 1.989
H -2.205 -0.232 2.487
H 0.430 -1.515 -2.442
H -0.584 0.827 2.435
H 0.415 1.046 0.500
```

Values from the calculation:
E_tot: -9133.8415 eV
F_max: 2.59 eV/Å
Orbital gap: 9.75 eV
SMILES: [H]/N=C(\C#N)NN=C

Charges per atom according to Mulliken partitioning, unit e: -0.5811, -0.3680, -0.6229, 0.1014, 0.5544, 0.1312, -0.2550, 0.2779, 0.2526, 0.2139, 0.2958

***

(9)
Formula: C3H4N4
Source: the OMol25 dataset
Level of theory: ωB97M-V with the def2-TZVPD basis set

Geometry as XYZ:
```
11
C3H4N4 ωB97M-V with the def2-TZVPD basis set
N -1.277 0.766 0.770
N 2.034 -0.206 -0.372
N -1.067 -1.507 -1.354
N -0.185 -0.912 -0.928
C -0.067 0.967 0.400
C 0.631 -0.082 -0.328
C -2.452 0.367 0.731
H 0.415 1.926 0.574
H -2.831 -0.097 1.653
H 2.405 -0.238 -1.313
H 2.394 -0.985 0.167
```

Values from the calculation:
E_tot: -9131.6987 eV
F_max: 1.52 eV/Å
Orbital gap: 7.90 eV

Charges per atom according to Mulliken partitioning, unit e: -0.0788, -0.5382, -0.5714, 0.4319, -0.2509, 0.2612, -0.3396, 0.3782, 0.1969, 0.2665, 0.2440

***

(10)
Formula: C3H4N4
Source: the OMol25 dataset
Level of theory: ωB97M-V with the def2-TZVPD basis set

Geometry as XYZ:
```
11
C3H4N4 ωB97M-V with the def2-TZVPD basis set
N -2.346 0.019 0.011
N -1.822 -1.120 0.101
N -1.668 1.146 0.013
N 1.817 -0.109 0.050
C 0.371 -0.036 -0.136
C -0.336 1.213 -0.068
C -0.510 -1.083 -0.066
H -0.001 2.200 0.142
H 2.325 -0.980 0.520
H 2.308 0.846 -0.076
H -0.139 -2.096 -0.491
```

Values from the calculation:
E_tot: -9132.7063 eV
F_max: 5.78 eV/Å
Orbital gap: 9.25 eV
SMILES: Nc1cnnnc1

Charges per atom according to Mulliken partitioning, unit e: -0.3969, -0.1579, -0.2026, -0.5368, 0.5240, -0.2569, -0.1475, 0.4009, 0.2562, 0.2225, 0.2951

***

(11)
Formula: C3H4N4
Source: the OMol25 dataset
Level of theory: ωB97M-V with the def2-TZVPD basis set

Geometry as XYZ:
```
11
C3H4N4 ωB97M-V with the def2-TZVPD basis set
N 1.779 0.180 -0.303
N -1.618 -1.058 -0.326
N -0.901 0.874 0.647
N 0.094 1.765 0.906
C 1.270 1.545 0.527
C -0.596 -0.209 -0.022
C 0.748 -0.554 -0.491
H 0.853 -1.502 -1.030
H -2.494 -0.890 0.150
H -1.407 -2.016 -0.560
H 2.272 1.866 0.501
```

Values from the calculation:
E_tot: -9133.6094 eV
F_max: 5.85 eV/Å
Orbital gap: 9.60 eV
SMILES: Nc1cncnn1

Charges per atom according to Mulliken partitioning, unit e: -0.5605, -0.4382, -0.4567, -0.3768, 0.0606, 0.7256, -0.1207, 0.2822, 0.2703, 0.2069, 0.4075

***

(12)
Formula: C3H4N4
Source: the OMol25 dataset
Level of theory: ωB97M-V with the def2-TZVPD basis set

Geometry as XYZ:
```
11
C3H4N4 ωB97M-V with the def2-TZVPD basis set
N -1.115 -1.432 -0.882
N 0.228 1.126 1.315
N 0.934 -0.379 -0.871
N 1.758 0.548 -0.407
C -0.573 0.181 0.878
C 1.356 1.294 0.606
C -0.254 -0.531 -0.297
H -0.786 -1.717 -1.797
H 2.015 2.107 0.892
H -2.087 -1.160 -0.888
H -1.475 -0.036 1.449
```

Values from the calculation:
E_tot: -9135.2195 eV
F_max: 0.29 eV/Å
Orbital gap: 9.55 eV
SMILES: Nc1cncnn1

Charges per atom according to Mulliken partitioning, unit e: -0.5193, -0.5365, -0.3159, -0.4113, -0.0969, -0.0015, 0.6064, 0.2882, 0.3828, 0.2359, 0.3681

***

(13)
Formula: C3H4N4O
Source: the OMol25 dataset
Level of theory: ωB97M-V with the def2-TZVPD basis set

Geometry as XYZ:
```
12
C3H4N4O ωB97M-V with the def2-TZVPD basis set
O -0.892 1.016 -0.955
N -0.848 0.445 1.206
N -1.923 1.338 1.043
N 1.099 -1.504 0.674
N 1.391 -0.485 -1.374
C -1.875 1.652 -0.240
C 0.782 -0.623 -0.286
C -0.376 0.239 -0.004
H 2.218 -1.161 -1.514
H 0.860 -1.332 1.680
H -2.465 2.299 -0.791
H 2.027 -1.885 0.562
```

Values from the calculation:
E_tot: -11182.4878 eV
F_max: 3.08 eV/Å
Orbital gap: 10.35 eV
SMILES: [H]/N=C(\N)c1nnco1

Charges per atom according to Mulliken partitioning, unit e: -0.2711, -0.2899, -0.4301, -0.4553, -0.5858, 0.0072, 0.0635, 0.7809, 0.2118, 0.2881, 0.4608, 0.2199

***

(14)
Formula: C3H4N4O
Source: the OMol25 dataset
Level of theory: ωB97M-V with the def2-TZVPD basis set

Geometry as XYZ:
```
12
C3H4N4O ωB97M-V with the def2-TZVPD basis set
O -2.528 -0.599 -0.091
N 2.240 -0.991 0.336
N -1.044 1.095 0.730
N -0.224 -1.011 -0.236
N 0.251 1.714 0.013
C 1.294 0.976 -0.314
C -1.205 -0.289 0.051
C 1.059 -0.418 0.064
H 2.157 1.507 -1.064
H 2.123 -2.055 0.796
H -2.331 -1.666 -0.120
H -1.792 1.737 -0.164
```

Values from the calculation:
E_tot: -11178.2958 eV
F_max: 7.40 eV/Å
Orbital gap: 10.15 eV

Charges per atom according to Mulliken partitioning, unit e: -0.4766, -0.5928, -0.3022, -0.5022, -0.4424, 0.0674, 0.5254, 0.3243, 0.3073, 0.2684, 0.4327, 0.3907

***

(15)
Formula: C3H4N4O
Source: the OMol25 dataset
Level of theory: ωB97M-V with the def2-TZVPD basis set

Geometry as XYZ:
```
12
C3H4N4O ωB97M-V with the def2-TZVPD basis set
O 0.504 -0.928 0.057
N -1.122 0.880 0.298
N -1.916 -0.465 -0.079
N 2.428 0.273 -0.208
N 1.899 -0.872 0.199
C 0.151 0.397 0.074
C 1.396 1.112 -0.139
C -3.154 -0.129 -0.163
H -3.865 -0.981 -0.259
H 2.430 -1.787 -0.268
H -3.401 0.990 0.071
H 1.422 2.221 -0.105
```

Values from the calculation:
E_tot: -11177.8597 eV
F_max: 6.37 eV/Å
Orbital gap: 8.47 eV
SMILES: C=N/N=c1/cn[nH]o1

Charges per atom according to Mulliken partitioning, unit e: -0.1906, -0.4529, -0.1912, -0.4368, 0.0049, 0.5288, -0.1505, -0.3205, 0.2536, 0.2995, 0.2969, 0.3587

***

(16)
Formula: C3H4N4O
Source: the OMol25 dataset
Level of theory: ωB97M-V with the def2-TZVPD basis set

Geometry as XYZ:
```
12
C3H4N4O ωB97M-V with the def2-TZVPD basis set
O -3.683 0.772 0.135
N 0.524 1.861 0.202
N -2.458 0.705 0.101
N 1.067 -1.833 -0.106
N 0.361 -2.770 0.334
C 0.041 0.537 0.066
C 1.011 -0.538 -0.072
C -1.319 0.342 -0.060
H 2.112 -0.055 -0.115
H 0.688 -3.665 -0.039
H 0.159 2.589 -0.495
H 1.497 2.054 0.049
```

Values from the calculation:
E_tot: -11177.2612 eV
F_max: 5.95 eV/Å
Orbital gap (spin up / spin down): 7.18 / 6.99 eV
SMILES: [H]/N=N/C=C(/N)C#[N+][O-]

Charges per atom according to Mulliken partitioning, unit e: -0.5877, -0.5563, 0.4035, 0.0480, -0.6197, 0.6130, -0.2326, 0.0495, 0.0978, 0.2514, 0.2674, 0.2658

***

(17)
Formula: C3H4N4O
Source: the OMol25 dataset
Level of theory: ωB97M-V with the def2-TZVPD basis set

Geometry as XYZ:
```
12
C3H4N4O ωB97M-V with the def2-TZVPD basis set
O 0.365 2.815 -0.281
N 0.020 2.468 1.100
N 0.090 -1.200 0.684
N -0.025 1.815 -1.220
N 0.047 0.618 -0.997
C 0.051 0.003 0.434
C 0.013 -2.022 -0.488
C -0.327 1.255 1.301
H -0.927 -2.504 -0.780
H -0.352 1.198 2.279
H 0.251 -1.630 -1.547
H 0.795 -2.815 -0.484
```

Values from the calculation:
E_tot: -11176.9194 eV
F_max: 6.50 eV/Å
Orbital gap: 8.72 eV
SMILES: C/N=c1/cnonn1

Charges per atom according to Mulliken partitioning, unit e: -0.1116, -0.2487, -0.4415, -0.1925, -0.0025, 0.7111, -0.7660, -0.2327, 0.2964, 0.3993, 0.2703, 0.3183

***

(18)
Formula: C3H4N4O
Source: the OMol25 dataset
Level of theory: ωB97M-V with the def2-TZVPD basis set

Geometry as XYZ:
```
12
C3H4N4O ωB97M-V with the def2-TZVPD basis set
O -1.467 1.518 -0.999
N -0.263 -0.505 -0.125
N 0.212 1.689 0.852
N 0.295 -0.641 1.216
N 0.057 -1.253 -1.338
C 0.561 0.750 1.546
C -0.655 1.000 -0.277
C 1.070 -2.110 -1.030
H 0.742 0.900 2.668
H 1.443 -2.624 -2.023
H -0.131 -1.356 1.740
H 1.717 -1.933 -0.060
```

Values from the calculation:
E_tot: -11179.0310 eV
F_max: 7.44 eV/Å
Orbital gap: 9.52 eV
SMILES: C=Nn1[nH]cnc1=O

Charges per atom according to Mulliken partitioning, unit e: -0.4314, 0.2761, -0.3474, -0.2600, -0.3917, -0.0054, 0.3725, -0.3185, 0.3214, 0.2660, 0.2175, 0.3008

***

(19)
Formula: C3H4N4O
Source: the OMol25 dataset
Level of theory: ωB97M-V with the def2-TZVPD basis set

Geometry as XYZ:
```
12
C3H4N4O ωB97M-V with the def2-TZVPD basis set
O -0.712 -1.206 -0.004
N -2.187 -1.293 -0.195
N -2.688 -0.250 -0.146
N 0.715 0.860 -0.228
N 1.591 -1.273 0.087
C -1.810 0.762 0.144
C 1.799 0.017 -0.177
C -0.587 0.193 -0.015
H -2.147 1.841 0.469
H 2.906 0.191 -0.181
H 2.463 -1.803 0.267
H 0.656 1.961 -0.021
```

Values from the calculation:
E_tot: -11179.0229 eV
F_max: 7.29 eV/Å
Orbital gap: 9.51 eV
SMILES: [H]/N=C/Nc1cnno1

Charges per atom according to Mulliken partitioning, unit e: -0.1724, -0.2066, -0.1151, -0.2035, -0.4666, -0.4379, -0.0371, 0.4847, 0.2692, 0.3473, 0.2272, 0.3109

***

(20)
Formula: C3H4N4O
Source: the OMol25 dataset
Level of theory: ωB97M-V with the def2-TZVPD basis set

Geometry as XYZ:
```
12
C3H4N4O ωB97M-V with the def2-TZVPD basis set
O 2.041 0.818 -0.600
N -1.824 -0.182 1.658
N -1.195 0.940 1.303
N -1.240 -1.095 0.757
N 0.381 -0.771 -1.176
C -0.350 -0.470 -0.160
C 1.006 1.594 -0.109
C -0.241 0.798 0.320
H -1.494 -2.125 1.085
H 1.084 -0.095 -1.493
H 0.869 -2.257 -1.502
H 0.963 2.845 -0.083
```

Values from the calculation:
E_tot: -11176.3731 eV
F_max: 8.90 eV/Å
Orbital gap: 7.61 eV

Charges per atom according to Mulliken partitioning, unit e: -0.6068, -0.4937, -0.2842, 0.0266, -0.6270, 0.6222, 0.0005, 0.1617, 0.2894, 0.3023, 0.3326, 0.2764

***

Record order is preserved below.
Energy above the lowest of the compared OMol25 structures with the same formula, charge and spin: 117.6 193.6 600.2 541.3 229.3 0.0 244.3 291.0 497.8 400.5 313.4 158.1 142.9 547.4 589.5 647.2 680.2 476.5 477.2 732.9 kJ/mol